Record 1
This record from OMol25 describes 2 unconnected molecules or ions with the total composition C3H9NO at a distorted geometry. The level of theory is wB97M-V/def2-TZVPD.

Atoms and positions in Å:
1 C -0.1068 0.9461 -1.6113
2 C 1.0780 0.3384 -1.7589
3 N 1.5075 -0.8441 -1.2283
4 H -0.4557 1.5253 -2.4574
5 H -0.9022 0.5039 -1.0188
6 H 1.7692 0.7746 -2.4765
7 H 2.4739 -1.0543 -1.3531
8 H 0.9651 -1.3443 -0.5589
9 C -0.9997 -0.7442 2.2359
10 O -1.3249 0.5501 1.7185
11 H -1.7583 -1.0841 2.9359
12 H -0.8336 -1.4471 1.4118
13 H -0.0133 -0.7279 2.7030
14 H -0.8337 1.1429 2.2702

Cartesian forces (eV/Å) of the 3 atoms listed first:
-0.4 -1.0 -0.6
-0.6 0.4 -0.6
0.4 0.4 -0.1

Properties
SMILES: C=CN.CO
LUMO: 0.033 Ha
Total charge: 0
Energy relative to the best compared isomer or geometry (same formula, charge and spin): 200.4 kJ/mol
HOMO level: -0.2903 hartree
Multiplicity: 1
Gap between HOMO and LUMO: 8.8 eV

Record 2
This record from OMol25 describes C27H51IN2O9P2S in the gas phase at a distorted geometry. The level of theory is wB97M-V/def2-TZVPD.

Atoms and positions in Å:
1 C -2.1403 -2.3666 0.4809
2 C -1.0846 -1.9599 -0.2145
3 C 0.2327 -1.0833 -0.6533
4 C 1.4678 -2.0728 -0.1762
5 C 2.9368 -1.5080 -0.4457
6 O 3.6454 -2.4574 -1.2907
7 C 4.5003 -1.8006 -2.2681
8 C 5.9341 -1.5267 -1.5574
9 O 0.2588 -1.2237 -2.0987
10 S 1.0539 0.0163 -2.8969
11 O 1.5252 -0.4555 -4.2662
12 O -0.1743 1.1447 -3.1072
13 C -0.2199 2.1385 -2.0333
14 N 1.1188 2.8036 -2.0892
15 P -1.4835 3.4294 -2.7277
16 C -0.3911 4.7882 -3.5562
17 O -2.3951 4.2131 -1.5157
18 C -0.6415 1.5551 -0.5556
19 C -0.2809 2.8464 0.4152
20 C -1.3545 3.2022 1.5524
21 C -0.6979 4.1337 2.7415
22 I -1.5614 6.1527 2.6503
23 C -2.2053 1.1697 -0.4711
24 C -2.8403 0.3890 -1.7279
25 C -4.1934 -0.4706 -1.3516
26 C -4.3005 -1.7613 -2.3459
27 N -4.5847 -3.0550 -1.6375
28 C -3.5951 -4.1338 -1.9604
29 C -5.9912 -3.4849 -1.8447
30 C -6.5742 -4.2264 -3.1524
31 O -6.8411 -3.2048 -0.9145
32 C 0.3229 0.3666 -0.0088
33 C 0.2897 0.1728 1.6216
34 C 1.7482 0.5772 2.2713
35 P 1.7108 0.8018 4.1444
36 O 1.2821 2.2918 4.3901
37 O 3.3371 0.7271 4.7761
38 C 4.2559 1.4171 3.8711
39 C 5.0587 0.3950 2.8890
40 O 0.5966 -0.1562 4.9952
41 C 0.6585 -1.5779 4.7011
42 C 2.1232 -2.1913 4.4332
43 H -2.9801 -2.7813 1.1658
44 H 1.3483 -2.4403 0.9053
45 H 1.3354 -3.0204 -0.8463
46 H 3.0231 -0.4621 -0.9074
47 H 3.5165 -1.4763 0.5698
48 H 4.6781 -2.5762 -3.1223
49 H 4.0308 -0.8778 -2.7683
50 H 6.0079 -2.2663 -0.6588
51 H 6.7695 -1.7892 -2.3120
52 H 5.9498 -0.4317 -1.2069
53 H 1.5246 2.8316 -3.0348
54 H 1.7788 2.4992 -1.3649
55 H -1.0877 5.4650 -4.1883
56 H 0.4166 4.2983 -4.2390
57 H 0.1065 5.3924 -2.7116
58 H -2.2650 5.2016 -1.6061
59 H 0.7921 2.7506 0.8698
60 H -0.2154 3.8393 -0.1999
61 H -1.9476 2.3302 1.9990
62 H -2.1468 3.9010 1.0538
63 H 0.4466 4.2261 2.6461
64 H -1.0214 3.7076 3.7770
65 H -2.3131 0.4549 0.4481
66 H -2.9290 2.0394 -0.2747
67 H -3.2074 1.1720 -2.5141
68 H -2.1307 -0.3125 -2.2933
69 H -5.0907 0.2368 -1.5679
70 H -4.2574 -0.7389 -0.2364
71 H -5.2332 -1.5472 -3.0189
72 H -3.4116 -1.8603 -3.0704
73 H -3.9825 -4.9595 -2.6611
74 H -2.5874 -3.7426 -2.3781
75 H -3.3246 -4.6440 -0.9439
76 H -7.7209 -4.2009 -3.2102
77 H -6.0708 -3.8075 -4.1197
78 H -6.2279 -5.3331 -3.0880
79 H 1.4122 0.7609 -0.1795
80 H -0.5931 0.6859 2.1355
81 H 0.1864 -0.9472 1.9362
82 H 2.2669 1.4380 1.7176
83 H 2.4118 -0.3647 2.0675
84 H 5.0610 1.9168 4.5434
85 H 3.7510 2.2719 3.2883
86 H 4.4898 -0.6087 2.7624
87 H 6.1419 0.2403 3.2909
88 H 5.1439 0.8412 1.8180
89 H 0.2523 -2.1229 5.6519
90 H -0.0628 -1.9238 3.8488
91 H 2.9427 -1.8031 5.1682
92 H 2.0451 -3.3341 4.6681
93 H 2.4711 -2.1434 3.3249

Cartesian forces (eV/Å) of the 3 atoms listed first:
5.7 1.9 -3.0
-5.1 -0.4 4.5
-0.4 -3.0 1.3

Properties
LUMO: 0.001 Ha
Total charge: 0
HOMO level: -0.3000 hartree
Multiplicity: 1
Gap between HOMO and LUMO: 8.2 eV

Record 3
This record from OMol25 describes a molecular structure, C3H5O3Pm at a distorted geometry. The level of theory is wB97M-V/def2-TZVPD.

Atoms and positions in Å:
1 H -2.6985 2.0106 1.4788
2 O -0.7543 1.8649 1.1141
3 C -1.6761 2.1833 1.8512
4 H -1.4527 2.4451 2.8965
5 O -1.0282 0.0442 -0.7014
6 Pm 0.2716 1.8068 -1.2456
7 O 0.1283 -0.5999 -1.7070
8 C 0.6943 -1.7369 -1.2312
9 C 1.8530 -1.7745 -0.5745
10 H 0.1368 -2.6293 -1.5317
11 H 2.2230 -2.7331 -0.2117
12 H 2.3029 -0.8811 -0.1376

Cartesian forces (eV/Å) of the 3 atoms listed first:
0.0 0.6 0.3
1.0 1.2 -1.4
-0.1 -1.2 0.2

Properties
LUMO (spin up / spin down): -0.411 / -0.370 Ha
Total charge: +2
Energy relative to the best compared isomer or geometry (same formula, charge and spin): 220.9 kJ/mol
HOMO level (spin up / spin down): -0.6439 / -0.6442 hartree
Multiplicity: 5
Gap between HOMO and LUMO (spin up / spin down): 6.3 / 7.5 eV

Record 4
This record from OMol25 describes 13 unconnected molecules or ions with the total composition H26O13 at a distorted geometry. The level of theory is wB97M-V/def2-TZVPD.

Atoms and positions in Å:
1 H 1.0117 -0.2554 -1.2024
2 H -0.0262 -0.6226 -0.0566
3 H -2.2029 2.8984 2.1000
4 H -0.9826 2.8730 1.2481
5 H 0.5637 -2.7560 -2.2350
6 H -0.6711 -2.0569 -2.8971
7 H -1.2439 0.7550 2.6778
8 H -1.0314 0.6494 1.0875
9 H -2.4423 2.0766 -1.3992
10 H -2.2118 0.7971 -0.8088
11 H 0.9231 2.2146 -4.7416
12 H -0.5281 1.8835 -4.3358
13 H 2.6381 -0.6053 -3.4659
14 H 3.3080 -0.8746 -2.1099
15 H 5.0662 -0.7610 0.0529
16 H 3.8866 0.0921 -0.1979
17 H -2.6971 -2.2148 4.2088
18 H -2.0725 -0.8549 3.7996
19 H 1.4243 -3.0889 0.9735
20 H 2.2889 -1.9366 1.1756
21 H 2.0938 4.4631 -2.6860
22 H 1.0436 4.2603 -1.7533
23 H -3.4095 0.8442 3.3597
24 H -3.9773 1.4158 2.2239
25 H -0.1999 -4.3955 2.2560
26 H -0.9332 -3.6222 3.3132
27 O 0.1296 -0.6650 -0.9980
28 O -1.2014 3.1159 2.1691
29 O 0.1932 -1.9238 -2.6546
30 O -1.5591 0.3198 1.8386
31 O -2.8788 1.4341 -0.8381
32 O 0.2560 1.4829 -4.5300
33 O 3.3232 -1.0508 -3.0743
34 O 4.8533 0.2071 -0.1487
35 O -2.5911 -1.5764 3.3957
36 O 2.0925 -2.6688 0.4778
37 O 1.9063 4.0426 -1.8468
38 O -3.4549 0.6347 2.4574
39 O -0.6868 -4.5308 3.1651

Cartesian forces (eV/Å) of the 3 atoms listed first:
-1.4 -0.7 0.5
0.4 0.2 0.8
2.4 0.5 0.5

Properties
LUMO: -0.015 Ha
Total charge: 0
Energy relative to the best compared isomer or geometry (same formula, charge and spin): 749.4 kJ/mol
HOMO level: -0.3531 hartree
Multiplicity: 1
Gap between HOMO and LUMO: 9.2 eV

Record 5
This record from OMol25 describes 13 unconnected molecules or ions with the total composition C4H31NO15 at a distorted geometry. The level of theory is wB97M-V/def2-TZVPD.

Atoms and positions in Å:
1 O 1.2315 1.4800 -2.1739
2 C 0.4301 0.5936 -2.2579
3 N 0.1175 -0.1123 -1.0448
4 C -0.8302 -1.0440 -0.8339
5 O -0.7968 -1.4162 0.5208
6 O -1.8510 -1.3113 -1.4079
7 C -0.1169 -0.0410 -3.5026
8 C -1.4600 0.5210 -3.8680
9 H 0.7208 0.0798 -0.2677
10 H 0.0452 -1.6841 0.9086
11 H 0.0134 -1.1263 -3.4613
12 H 0.6782 0.1893 -4.2388
13 H -1.4024 1.5927 -4.1278
14 H -1.8635 0.0674 -4.7805
15 H -2.1858 0.5975 -3.0500
16 H 1.8066 1.6243 0.8238
17 H 0.8353 2.2223 1.7581
18 O 1.7906 2.0502 1.6864
19 H 3.4387 -1.2823 2.6479
20 H 2.7081 -2.4391 2.3064
21 O 2.7527 -1.5162 2.0060
22 H -4.3771 0.8158 -0.8970
23 H -5.3287 0.9414 0.1720
24 O -4.4729 1.3145 -0.0792
25 H 2.6427 -1.5336 -4.1362
26 H 3.4672 -1.8171 -2.8592
27 O 2.6209 -1.5112 -3.1760
28 H 2.7141 1.4256 3.2252
29 H 4.2593 1.2540 2.9745
30 O 3.4464 0.7915 3.1639
31 H -3.0841 -1.3708 0.9673
32 H -3.9163 -0.4492 1.9047
33 O -3.3488 -1.2251 1.8830
34 H -0.8581 -3.7773 -0.4995
35 H -0.7368 -4.5481 0.8233
36 O -0.2834 -4.3457 0.0157
37 H 0.3316 4.1552 -1.7352
38 H -0.1320 3.6420 -3.0711
39 O -0.0294 4.4514 -2.5604
40 H -1.1580 1.2379 1.2280
41 H -1.1730 2.2233 0.1315
42 O -0.5488 1.6521 0.6024
43 H 2.8382 -1.5748 -0.4186
44 H 3.7862 -0.7715 0.3613
45 O 3.6927 -1.1591 -0.5157
46 H 0.4213 0.0918 3.5674
47 H -0.5667 0.4069 4.7137
48 O 0.1874 0.7908 4.1855
49 H -2.0108 -0.5110 3.5395
50 H -2.3318 0.6458 4.3654
51 O -2.1133 -0.2910 4.4807

Cartesian forces (eV/Å) of the 3 atoms listed first:
-0.3 0.7 -0.2
0.6 -2.0 1.2
0.9 -0.4 -2.2

Properties
LUMO: -0.007 Ha
Total charge: 0
Energy relative to the best compared isomer or geometry (same formula, charge and spin): 341.1 kJ/mol
HOMO level: -0.3901 hartree
Multiplicity: 1
Gap between HOMO and LUMO: 10.4 eV

Record 6
This record from OMol25 describes a molecular structure, C4H8Cl2 at a distorted geometry. The level of theory is wB97M-V/def2-TZVPD.

Atoms and positions in Å:
1 C 1.3561 -0.0172 -0.7184
2 C -0.0115 -0.4250 -0.1574
3 C -0.0589 -0.4194 1.4177
4 C -1.1237 0.5258 -0.5919
5 H 1.9576 -1.0488 -1.0897
6 H 1.1660 0.4963 -1.7099
7 H 2.0713 0.8077 -0.1333
8 H -0.2450 -1.3674 -0.5493
9 H -0.1606 0.9136 1.5140
10 H 0.8502 -0.9094 2.1835
11 H -1.0424 -0.7719 1.5797
12 H -1.2528 0.5608 -1.7412
13 Cl -0.9477 2.0084 0.1664
14 Cl -2.5587 -0.3533 -0.1703

Cartesian forces (eV/Å) of the 3 atoms listed first:
2.6 0.0 -1.8
2.5 1.3 2.0
2.5 3.1 0.6

Properties
LUMO: 0.030 Ha
Total charge: 0
Energy relative to the best compared isomer or geometry (same formula, charge and spin): 331.6 kJ/mol
HOMO level: -0.3684 hartree
Multiplicity: 1
Gap between HOMO and LUMO: 10.8 eV